The following is a DFT calculation (wB97M-V/def2-TZVPD) of a molecular structure, C6H20IN4O6 at a distorted geometry.

```
37
Properties=species:S:1:pos:R:3:forces:R:3:nbo_charge:R:1
I -0.27249 0.34802 0.13812 0.767 2.509 -0.513 -0.42
C 3.03435 1.25555 -0.15170 -0.436 1.974 -0.438 -0.09
C 4.28587 2.15480 -0.52041 -1.331 -2.579 -0.413 -0.07
O 4.03782 3.50561 -0.38100 -0.186 1.104 0.826 -0.70
O 1.88166 1.73952 -0.81018 3.154 1.575 -1.663 -0.77
H 2.80474 1.34378 0.91019 0.540 -0.173 0.430 0.18
H 3.22382 0.21389 -0.41083 0.375 -0.204 -0.045 0.15
H 4.54542 1.98392 -1.56518 0.029 -0.395 -0.238 0.14
H 5.05911 1.69203 0.09281 0.536 0.590 0.302 0.14
H 4.84528 3.97977 -0.16942 0.016 -0.125 0.008 0.46
H 1.11091 1.24275 -0.52601 0.928 0.647 -0.468 0.40
C -1.63455 -0.36687 -3.18475 0.597 1.409 1.269 -0.13
C -2.86523 0.35357 -2.48865 1.138 -0.972 -1.045 -0.09
O -2.39294 1.12096 -1.39215 -2.157 0.257 -1.367 -0.76
O -1.67611 -0.48787 -4.61141 -0.091 -0.077 0.424 -0.73
H -1.33735 -1.27971 -2.66852 -1.064 -0.315 -0.671 0.20
H -0.76182 0.19079 -2.84495 0.096 1.113 -0.640 0.16
H -3.53823 -0.46964 -2.24887 -0.301 0.238 0.553 0.17
H -3.40782 1.04127 -3.13731 0.310 -0.044 -0.357 0.17
H -2.16198 0.51873 -0.68111 -0.433 -0.030 0.002 0.46
H -0.80498 -0.85909 -4.76930 -0.039 -0.063 -0.580 0.46
C 0.61599 0.85033 3.77204 -0.215 3.040 -1.327 0.74
O 1.30041 1.82351 3.54121 1.576 1.027 0.051 -0.68
N 0.51398 0.28137 4.93093 0.666 -2.689 5.108 -0.84
N -0.30772 0.45846 2.95619 -2.508 -1.574 -1.118 -0.83
H 0.68154 0.82453 5.76579 0.236 -0.349 -0.281 0.39
H -0.03668 -0.56317 4.99122 0.046 0.472 0.417 0.37
H -0.80438 -0.41098 3.08850 0.022 0.223 0.017 0.35
H -0.31765 0.77331 1.99657 0.202 0.367 1.022 0.37
C -2.10808 -2.77279 -0.46153 2.517 0.358 2.533 0.75
O -2.37403 -2.39914 -1.53529 -2.366 1.038 -4.512 -0.67
N -1.23569 -2.14773 0.30754 0.310 -1.974 1.855 -0.86
N -2.52218 -3.89280 0.07237 -1.985 -3.766 1.568 -0.83
H -0.78134 -1.29775 0.00553 -0.418 -2.077 -0.501 0.32
H -0.92416 -2.50850 1.19799 -0.120 0.021 -0.216 0.35
H -2.25310 -4.01857 1.03771 -0.607 -0.353 -0.222 0.37
H -3.42237 -4.22185 -0.24620 0.196 -0.202 0.228 0.39
```
Forces are in eV/Å.

Kohn-Sham gap (eV): 7.0
Charge: -1
Spin multiplicity: 1
LUMO level (eV): 2.56
Energy above the lowest of the compared OMol25 structures with the same formula, charge and spin (kcal per mole): 147.4